The following is a quantum chemistry calculation of an isolated molecule of C6H10O at a distorted geometry, from the Open Molecules 2025 dataset.

Values from the calculation:
SMILES string	C=C(C)CCC=O
ΔE to the lowest compared entry with this formula, charge and spin	66.8	kcal per mole
orbital gap	9.106	eV
molecular weight	98.14	g mol⁻¹
largest force on an atom	3.324	eV/Å
calculated total energy	-309.735978	Eh

XYZ file:
```
17
Properties=species:S:1:pos:R:3:forces:R:3
C -0.31581 0.94563 1.27388 -0.542 0.055 0.323
C -0.92025 0.34945 0.23058 -0.043 -1.125 1.026
C -2.38171 0.12275 0.05167 -0.261 -0.237 0.253
C 0.02728 -0.12850 -0.80723 -0.128 0.667 -0.536
C 1.24073 -0.96002 -0.31429 -0.087 0.680 -0.225
C 2.57035 -0.26212 -0.37252 0.066 0.421 -0.026
O 2.69957 0.92221 -0.56422 0.137 -0.412 0.064
H 0.70221 1.33739 1.23579 -0.176 -0.576 -0.040
H -0.84398 1.03655 2.20086 -0.347 0.554 0.302
H -2.97994 1.02160 0.21692 0.088 -0.154 0.075
H -2.62284 -0.62274 0.80515 -0.549 -0.142 0.038
H -2.61836 -0.29686 -0.93274 0.111 0.136 0.236
H -0.21119 1.00291 -0.89732 3.072 -0.025 -1.269
H -0.26924 -0.38533 -1.81251 -0.846 -0.754 0.136
H 1.35964 -1.92405 -0.85521 -0.298 0.577 0.029
H 1.10378 -1.24746 0.74935 -0.099 0.219 -0.389
H 3.45974 -0.91141 -0.20817 -0.099 0.115 0.002
```
Positions in Å, forces in eV/Å.



The following is a quantum chemistry calculation of an isolated molecule of C3H7N3 at a distorted geometry, from the Open Molecules 2025 dataset.

Values from the calculation:
SMILES string	N#C[C@H](N)CN
ΔE to the lowest compared entry with this formula, charge and spin	11.2	kcal per mole
orbital gap	10.642	eV
molecular weight	85.11	g mol⁻¹
largest force on an atom	1.644	eV/Å
calculated total energy	-282.756379	Eh

XYZ file:
```
13
Properties=species:S:1:pos:R:3:forces:R:3
N 2.88154 1.34181 -0.67734 -1.380 -0.867 0.217
C 1.92120 0.75193 -0.39664 0.337 0.259 -0.262
C 0.72481 0.06201 0.21164 -0.094 0.185 0.109
N 0.67481 -1.37571 -0.04472 0.213 0.004 0.035
C -0.65271 0.65223 -0.23258 0.239 0.245 -0.079
N -1.78426 -0.14521 0.26893 0.063 0.048 -0.136
H 0.91401 0.32748 1.26367 -0.464 -0.268 0.122
H -0.10559 -1.77762 0.47987 0.266 0.342 -0.148
H 1.51674 -1.84523 0.26701 0.024 0.080 -0.047
H -0.74165 1.65821 0.18328 0.079 -0.034 -0.123
H -0.66729 0.72932 -1.32647 0.141 0.012 0.136
H -2.59799 0.44552 0.42877 0.367 -0.078 0.062
H -2.08364 -0.82474 -0.42544 0.208 0.071 0.115
```
Positions in Å, forces in eV/Å.



The following is a quantum chemistry calculation of the ion C19H22NO4 with charge -1 at a distorted geometry, from the Open Molecules 2025 dataset.

Values from the calculation:
SMILES string	COc1ccc(O[C@@H](/N=C(\[O-])OC(C)(C)C)c2ccccc2)cc1
ΔE to the lowest compared entry with this formula, charge and spin	0.7	kcal per mole
charge	-1
orbital gap	6.657	eV
molecular weight	328.39	g mol⁻¹
largest force on an atom	2.824	eV/Å
calculated total energy	-1092.930274	Eh

XYZ file:
```
46
Properties=species:S:1:pos:R:3:forces:R:3
C 4.70343 3.63799 -1.62929 -0.375 -1.477 0.589
O 4.73441 2.34473 -0.97926 1.766 1.200 -0.627
C 3.56827 1.70124 -0.75842 -1.250 -0.276 0.150
C 3.62598 0.52400 0.04603 -1.053 1.378 -0.846
C 2.42892 0.00194 0.53327 1.121 1.206 -1.182
C 1.22625 0.61735 0.15251 -0.920 0.105 -0.024
O 0.18148 0.23828 0.88140 -0.820 -0.230 0.010
C -1.36009 0.58848 0.63769 0.683 -0.208 0.301
N -2.00553 -0.64391 0.63137 0.643 -0.291 -0.755
C -1.71626 -1.36880 -0.50954 -0.479 2.473 0.952
O -1.56537 -0.88316 -1.64842 -0.155 -0.893 0.794
O -1.60886 -2.69640 -0.20029 0.064 -0.535 -0.591
C -1.34006 -3.65448 -1.25964 0.238 0.644 -0.250
C -0.18476 -3.17796 -2.13345 0.427 0.238 -0.483
C -2.59522 -3.81471 -2.09509 -0.417 0.134 -0.121
C -0.93123 -4.95621 -0.59304 -0.022 -0.035 0.295
C -1.67222 1.47445 1.88698 -0.586 -0.763 -2.655
C -2.49571 2.58235 1.63421 0.683 -0.565 0.522
C -2.76113 3.45366 2.67031 -0.179 -0.165 0.393
C -2.24873 3.20497 3.94473 0.754 -0.073 -0.182
C -1.43178 2.08858 4.15962 -0.519 -0.126 -0.608
C -1.18490 1.16836 3.13629 -0.236 0.567 0.330
C 1.17291 1.58376 -0.87858 -0.211 -0.349 0.733
C 2.34904 2.20708 -1.26133 0.676 -0.675 0.158
H 5.73636 3.97323 -1.69711 -0.087 -0.045 0.012
H 4.25758 3.51714 -2.61794 0.128 0.257 -0.128
H 4.09792 4.32491 -1.03223 0.049 0.111 -0.079
H 4.58871 0.10279 0.27335 0.217 -0.018 0.213
H 2.45636 -0.81764 1.21419 -0.330 -0.412 0.354
H -1.32931 1.21366 -0.30601 -0.289 -0.673 0.918
H 0.72117 -3.02614 -1.51463 -0.377 -0.061 -0.327
H 0.02096 -3.93700 -2.90786 0.048 0.124 0.301
H -0.45196 -2.22262 -2.62256 0.322 -0.700 0.302
H -3.43279 -4.08932 -1.44184 0.085 -0.009 -0.165
H -2.82592 -2.85271 -2.57838 0.044 -0.365 0.128
H -2.46516 -4.58882 -2.86400 -0.022 0.149 0.151
H -1.68945 -5.31536 0.10650 -0.044 0.049 -0.050
H -0.77033 -5.71743 -1.36408 -0.030 0.076 0.102
H 0.00434 -4.82218 -0.03934 -0.140 0.012 -0.067
H -2.90419 2.70915 0.63508 0.113 0.134 0.141
H -3.38316 4.31122 2.49827 -0.222 0.349 0.008
H -2.39169 3.92908 4.74198 -0.106 -0.132 -0.048
H -0.98606 1.90686 5.11076 0.093 0.001 0.709
H -0.64682 0.23589 3.28746 0.090 0.339 -0.042
H 0.21017 1.88117 -1.30536 0.452 -0.009 0.352
H 2.29448 3.06252 -1.94427 0.175 -0.459 0.310
```
Positions in Å, forces in eV/Å.



The following is a quantum chemistry calculation of a structure of composition C2H3F2IO at a distorted geometry, from the Open Molecules 2025 dataset.

Values from the calculation:
ΔE to the lowest compared entry with this formula, charge and spin	11.0	kcal per mole
orbital gap	10.048	eV
molecular weight	207.94	g mol⁻¹
largest force on an atom	2.130	eV/Å
calculated total energy	-650.665187	Eh

XYZ file:
```
9
Properties=species:S:1:pos:R:3:forces:R:3
C 1.02696 -1.67753 0.27880 -1.346 -0.327 0.877
C 0.06635 -0.92235 1.24914 -0.202 -0.997 -1.872
O 0.15297 0.18614 1.61960 0.034 0.300 0.714
F -1.03687 -1.65305 1.46157 0.126 -0.331 0.285
F -2.80100 -0.13701 2.80681 -0.443 1.844 -0.499
I 2.22358 -0.17999 -0.49692 1.031 0.147 -0.720
H 1.54359 -2.45308 0.84262 0.430 0.306 0.088
H 0.50211 -2.25398 -0.51430 0.023 0.836 0.545
H -2.94246 0.76715 2.51603 0.347 -1.779 0.583
```
Positions in Å, forces in eV/Å.



The following is a quantum chemistry calculation of an isolated molecule of C7H10 at a distorted geometry, from the Open Molecules 2025 dataset.

Values from the calculation:
SMILES string	C=CC(=C)/C=C/C
ΔE to the lowest compared entry with this formula, charge and spin	76.5	kcal per mole
orbital gap	8.550	eV
molecular weight	94.16	g mol⁻¹
largest force on an atom	4.277	eV/Å
calculated total energy	-272.596099	Eh

XYZ file:
```
17
Properties=species:S:1:pos:R:3:forces:R:3
C -0.95055 2.64341 -1.42413 0.381 -1.279 0.623
C -0.20993 1.81815 -0.74445 2.504 -2.009 2.495
C -0.39124 0.33711 -0.37073 -3.891 1.079 -0.064
C -1.59745 -0.27567 -0.63121 1.578 3.974 -0.093
C 0.45793 -0.29728 0.62672 1.709 -1.164 -1.262
C 0.79533 -1.60493 0.58623 0.866 1.113 1.797
C 1.69527 -2.25441 1.63324 -1.464 -2.608 -0.942
H -0.51975 3.49411 -1.82766 -0.029 1.897 -0.349
H -1.90226 2.26666 -1.45541 -2.681 -0.032 -1.593
H 0.69524 2.22038 -0.29963 0.685 -0.191 -0.572
H -2.46400 0.38952 -0.79164 0.411 -0.861 -0.848
H -1.67770 -1.29049 -0.53656 -0.680 -2.300 0.730
H 0.88532 0.43280 1.31196 0.094 -0.431 0.312
H 0.44341 -2.22202 -0.19818 -0.452 -0.466 -0.730
H 2.24648 -1.51364 2.10355 1.211 1.160 1.130
H 1.15417 -2.88932 2.37881 -0.181 0.999 -0.225
H 2.34292 -3.08631 1.26076 -0.061 1.121 -0.407
```
Positions in Å, forces in eV/Å.



The following is a quantum chemistry calculation of a structure of composition C22H51BN4O2Si2V at a distorted geometry, from the Open Molecules 2025 dataset.

Values from the calculation:
ΔE to the lowest compared entry with this formula, charge and spin	0.0	kcal per mole
⟨S²⟩	3.766
multiplicity	4
orbital gap (alpha / beta)	2.273 / 8.992	eV
molecular weight	521.60	g mol⁻¹
largest force on an atom	6.760	eV/Å
calculated total energy	-2785.994610	Eh

XYZ file:
```
83
Properties=species:S:1:pos:R:3:forces:R:3
O 1.16022 3.79100 1.57034 -3.355 0.889 1.187
O 3.23327 3.13053 1.11445 2.920 -0.933 -0.489
C 0.29384 4.11552 0.42853 -0.056 0.178 0.183
C -0.67853 3.01993 0.08180 -0.056 -0.276 0.127
H 0.97385 4.33150 -0.40140 0.022 -0.076 0.067
H -0.22788 5.03960 0.70122 0.121 -0.058 -0.021
H -0.16014 2.09713 -0.19264 -0.019 0.241 0.025
H -1.27505 3.33447 -0.77875 0.078 0.043 0.020
H -1.36841 2.80963 0.90628 0.065 0.011 -0.119
C 0.46294 3.43094 2.83340 0.110 -0.164 -0.756
C 1.32999 3.79036 4.00650 0.128 0.312 0.162
H 0.23699 2.35509 2.79397 0.049 0.295 -0.030
H -0.47837 3.99359 2.83449 0.264 -0.123 -0.053
H 2.31435 3.31615 3.95226 -0.155 0.149 0.018
H 0.84327 3.46190 4.92978 0.030 -0.033 -0.127
H 1.45475 4.87657 4.06650 0.101 -0.185 -0.025
C 3.81210 1.82702 1.41699 0.325 0.067 -0.270
C 3.94071 3.83368 0.05172 0.237 -0.091 -0.351
C 2.86457 0.96994 2.20406 -0.342 -0.157 0.138
H 4.73743 2.02084 1.97687 -0.184 0.020 -0.072
H 4.09763 1.34178 0.47190 -0.274 0.220 0.142
H 2.67130 1.38928 3.19692 -0.023 -0.121 -0.163
H 3.31827 -0.01653 2.34720 -0.009 0.131 -0.015
H 1.91256 0.80520 1.68240 0.236 0.105 0.064
C 3.86229 5.32440 0.22698 0.134 0.145 0.354
H 3.51323 3.51230 -0.90787 -0.089 -0.049 0.141
H 4.98461 3.49870 0.08004 -0.193 0.021 0.088
H 2.84363 5.67005 0.42142 0.121 -0.010 -0.098
H 4.22091 5.80471 -0.68627 -0.086 -0.038 -0.027
H 4.51579 5.64154 1.04483 -0.194 0.051 -0.006
H 2.17581 3.43675 1.37017 0.070 -0.397 -0.113
V -1.23678 -1.69942 -0.40109 -2.933 -3.029 -1.393
C 0.21276 -0.74788 -0.53664 5.683 3.643 -0.370
Si 1.06955 -0.76994 -2.22263 -0.244 0.564 0.519
H 0.94876 -1.13864 0.18961 -0.236 0.153 -0.173
H -0.05115 0.26823 -0.17608 0.316 -0.315 -0.395
C 0.59741 0.78564 -3.15171 0.095 -0.026 -0.327
C 0.63419 -2.29870 -3.21678 0.089 -0.235 -0.276
C 2.91287 -0.78932 -1.88451 0.290 -0.137 -0.122
C -2.31925 -1.11758 -1.89596 -1.314 0.728 -1.396
Si -3.53175 -2.46862 -2.33163 0.336 0.905 -0.360
H -1.74398 -0.73947 -2.75626 -0.354 -0.251 0.116
H -2.84052 -0.23914 -1.45951 0.058 -0.208 -0.256
C -3.13220 -3.11217 -4.04987 -0.046 -0.209 -0.152
C -5.26245 -1.75110 -2.37210 -0.350 -0.072 -0.069
C -3.50590 -3.87052 -1.08390 -0.126 -0.432 0.111
H 3.43625 -1.34022 -2.67782 0.052 0.157 0.142
H 3.13148 -1.28389 -0.92857 -0.005 0.049 -0.180
H 3.32272 0.22930 -1.84582 -0.107 -0.189 0.001
H -0.35792 0.68950 -3.68100 0.122 0.045 0.072
H 1.37453 0.99807 -3.89962 -0.204 0.080 0.108
H 0.53046 1.65333 -2.48073 0.114 -0.188 -0.145
H -0.36685 -2.26543 -3.66193 0.177 0.030 0.115
H 0.71633 -3.22526 -2.63198 0.050 0.146 -0.075
H 1.36153 -2.36620 -4.03989 -0.177 -0.090 0.123
H -5.23768 -0.69081 -2.65615 -0.017 -0.243 0.025
H -5.75811 -1.83885 -1.39649 0.010 0.063 -0.177
H -5.86712 -2.29058 -3.11474 -0.039 0.147 0.227
H -4.29494 -3.70931 -0.33654 0.182 -0.106 -0.067
H -2.56156 -4.03456 -0.54175 -0.549 0.053 -0.306
H -3.74225 -4.79744 -1.62886 -0.011 0.103 0.241
H -4.04381 -3.53676 -4.49488 0.251 -0.016 0.036
H -2.36220 -3.89474 -4.03549 -0.110 0.152 -0.065
H -2.78975 -2.29953 -4.70539 -0.075 -0.182 0.160
B -0.18022 -1.84396 2.45266 0.159 0.480 0.463
N 0.09980 -3.06529 1.51420 -0.194 -1.380 -1.455
C 1.05719 -3.99202 1.66578 -0.640 0.124 -0.281
C 0.93222 -4.94982 0.66172 0.282 -0.157 -0.176
C -0.11981 -4.55066 -0.15296 -0.177 1.498 1.663
N -0.64813 -3.38825 0.36111 1.888 -2.115 1.394
N -1.67561 -1.45820 2.26338 -0.962 1.183 -0.603
C -2.63808 -1.40041 3.18449 -0.075 -0.185 -0.420
C -3.82938 -1.00687 2.57658 -0.260 0.147 0.128
C -3.54479 -0.77425 1.23849 2.352 -0.311 0.706
N -2.19044 -0.99949 1.04420 -2.686 -0.082 3.437
H 0.54496 -0.89138 2.23445 -0.245 -0.271 -0.216
H 0.01709 -2.16334 3.60394 -0.287 -0.222 -0.147
H 1.75048 -3.92611 2.49323 -0.130 -0.066 -0.082
H 1.53819 -5.82925 0.53498 0.051 -0.020 0.028
H -0.56169 -5.03285 -1.01243 0.058 0.169 0.018
H -2.41607 -1.64657 4.21435 -0.098 -0.038 -0.174
H -4.78677 -0.90116 3.05324 -0.039 0.042 0.069
H -4.17758 -0.44172 0.43121 0.099 -0.056 -0.023
```
Positions in Å, forces in eV/Å.



> The highest molecular weight belongs to which entry?

C22H51BN4O2Si2V